No. 1
A molecular structure, C59H39BaCl5N11O3P in a non-equilibrium geometry. Source: the Open Molecules 2025 dataset; level of theory: ωB97M-V/def2-TZVPD.

```
! RIJCOSX wB97M-V def2-TZVPD def2/J DEFGRID3
* xyz -2 1
C -1.524 4.834 2.161
H 1.820 -2.855 3.268
C -2.065 -1.310 5.265
C -3.341 -1.888 1.372
C 4.140 2.686 4.851
H -1.050 4.524 -3.386
H -2.099 2.044 5.668
H 1.709 -6.679 3.201
C -1.753 1.059 5.376
N -0.782 2.408 1.066
H -4.060 1.326 -7.754
N -1.594 -0.531 -3.035
C -2.607 0.591 -6.367
H -0.525 -2.405 4.254
H -2.144 3.440 -4.284
H -1.809 0.521 -7.091
C -0.868 -1.437 4.589
H 3.539 -6.847 1.592
C -5.472 -0.999 0.629
C 2.098 2.701 -1.302
H 3.235 -1.839 3.542
P 1.294 -0.480 3.040
C -3.443 0.301 -4.107
H 4.825 3.404 5.281
C 2.811 -6.053 1.477
C -0.550 0.927 4.710
H 0.315 4.673 3.268
H -3.484 0.035 6.136
N 2.512 -0.668 1.254
Cl 2.932 6.227 0.543
Cl 0.514 4.812 -0.780
H -2.656 -2.192 5.475
H 4.449 3.337 2.832
N -1.066 -2.691 1.363
H -0.004 -4.894 2.994
C -4.900 1.119 -5.795
H -5.875 1.467 -6.116
C -2.673 2.315 -0.406
C -1.900 3.000 0.684
H 3.723 -5.235 -0.299
C -2.882 -0.196 -2.858
C -1.374 2.641 -2.447
C -3.920 -2.432 2.504
H -7.099 -1.394 1.961
C -6.041 -1.529 1.774
C 3.460 1.802 5.674
C -4.115 -1.184 0.432
C 2.918 -5.167 0.417
C 1.770 -5.958 2.395
H 2.955 1.635 1.867
C 1.940 -1.876 -5.110
N -2.448 2.950 -1.686
C 3.093 1.690 2.936
C 1.952 -4.186 0.298
C -5.276 -2.241 2.695
H -5.498 0.793 -3.752
N 0.581 -2.459 -0.368
H -3.243 4.659 0.872
C 0.810 -4.965 2.288
C -2.521 -0.061 5.653
N 2.357 -3.139 -1.838
H -3.321 -2.983 3.210
H 3.597 1.850 6.748
C -0.075 -0.324 4.315
C -1.234 3.494 -3.688
N -0.135 -0.636 -4.939
H 0.891 2.481 2.214
C -4.699 0.749 -4.476
C 3.719 -3.445 -4.576
C -1.988 -1.915 0.831
H -6.065 -0.456 -0.093
C -2.399 0.219 -5.049
C 0.874 -1.238 -4.344
C 3.393 2.184 -1.363
C 2.041 3.969 -0.741
H 2.078 0.180 5.782
C 3.332 -2.708 -6.845
H -2.967 3.786 -1.894
C -3.193 -0.839 -0.646
H 1.727 -1.312 -7.168
O 1.923 -0.059 0.323
Cl 6.109 2.186 -1.059
H -3.745 2.294 -0.201
C 0.078 -2.966 0.769
C -0.344 4.220 2.543
H -0.392 3.134 -4.273
C 2.417 0.790 3.752
C 3.115 4.662 -0.197
H 1.998 -2.012 4.828
C 2.172 -1.950 3.755
H 4.259 -4.024 -3.843
H 4.856 -4.098 -6.259
C -0.021 3.001 1.963
Cl 3.602 0.655 -2.127
N 1.024 -1.529 -3.033
N -1.942 -1.223 -0.322
H 3.613 -2.748 -7.889
O 3.055 -1.750 1.013
O -0.611 1.744 -2.169
N -3.633 -0.328 -1.779
C 3.941 2.638 3.481
C 2.606 0.861 5.129
C 2.666 -2.643 -4.179
C 4.042 -3.472 -5.921
C -3.866 1.039 -6.727
C 2.032 -2.412 -2.887
H -5.754 -2.654 3.573
C -2.316 4.217 1.210
C 4.376 4.089 -0.273
H -1.818 5.785 2.583
C 4.517 2.849 -0.887
C 1.683 -3.158 -0.708
H 0.045 1.807 4.502
H -2.299 1.300 -0.475
C -1.261 -0.326 -4.320
Cl 5.763 4.931 0.328
C 0.914 -4.073 1.236
Ba 0.255 -0.063 -1.159
C 2.276 -1.905 -6.452
*
```

* HOMO energy: -1.45 eV
* gap between HOMO and LUMO: 0.18032 Eh
* energy above the lowest of the compared OMol25 structures with the same formula, charge and spin: 25.38 kcal per mole

---

No. 2
A molecular structure, C59H41Br2IO38 in a non-equilibrium geometry. Source: the Open Molecules 2025 dataset; level of theory: ωB97M-V/def2-TZVPD.

```
! RIJCOSX wB97M-V def2-TZVPD def2/J DEFGRID3
* xyz 0 1
H 0.076 9.113 5.047
Br -0.595 -9.237 -2.112
C -0.497 10.840 -1.897
C 4.401 7.129 -8.574
O 2.715 9.492 -6.265
H 2.212 -0.097 1.200
C 0.114 6.319 3.659
O -5.073 -10.581 6.239
C -4.247 -11.116 5.356
C 0.817 8.947 -3.561
O -3.682 5.391 2.083
O -1.985 -2.018 0.132
C 1.728 -1.344 3.023
H -1.215 -11.033 -4.072
I 2.096 -8.748 -0.106
C -0.559 9.497 -3.880
O -4.337 -1.132 0.699
O 0.931 -1.327 2.100
C 0.908 -10.882 -3.770
C 1.319 6.827 1.469
C 4.712 9.500 -9.305
C -2.874 -10.585 3.273
O -0.947 11.633 -1.090
C 2.982 -4.665 -1.992
H 2.487 9.008 -2.172
C 2.330 -3.529 -1.376
C 2.512 -2.016 5.184
C -3.377 -0.228 0.647
C 4.382 -8.950 -2.595
H -5.116 7.548 2.708
O 3.032 0.128 1.684
O 0.513 4.702 1.991
C 3.754 -1.162 5.014
C -2.644 -6.988 1.050
C 1.998 -2.481 -2.139
O -0.161 8.164 5.096
C 0.889 10.299 -1.593
C -3.336 -6.331 -0.126
H -0.369 5.605 4.312
C -3.760 -5.058 -0.087
H 4.822 0.175 3.667
O -2.693 -4.133 3.324
O -3.889 -3.124 1.267
C 3.942 9.993 -8.191
H -4.254 -4.584 -0.923
O 5.051 -8.074 -3.024
H 4.764 -9.794 -1.997
C 3.309 -4.603 -3.478
H -0.266 -10.673 -5.547
O -0.107 2.292 0.359
C 2.294 -2.425 -3.621
H 2.098 -3.579 -0.322
O -2.455 3.171 0.966
O 1.921 -1.417 -4.200
C 0.971 -10.072 -2.706
C -3.639 7.059 5.868
C 0.615 5.850 2.390
C -3.756 5.998 3.246
H -3.094 -3.278 3.067
C -2.017 -0.812 0.299
Br 2.475 -11.765 -4.358
O -1.077 9.011 -4.994
C -4.508 7.090 3.476
H 1.519 5.331 0.388
H -0.498 3.146 0.631
H -0.254 -12.296 -4.867
H -3.108 -7.983 -0.961
O 1.409 10.790 -0.485
C -3.558 1.084 0.874
C -2.464 -11.862 3.296
O 5.233 10.197 -10.161
O -2.279 4.367 4.028
H 5.848 8.517 -10.961
C -2.891 5.967 5.650
C -4.506 7.679 4.788
H 0.672 -2.703 4.357
H 4.536 6.061 -8.671
O 3.070 -9.024 -2.854
H -3.061 4.635 2.147
H 0.743 11.403 -0.110
O 5.615 7.674 -10.520
O -2.499 -13.984 4.252
H -2.274 5.519 6.416
O -4.246 -9.007 4.374
H -1.518 -13.331 2.687
C 3.929 -0.422 3.787
C -1.174 10.390 -3.090
O 1.358 -1.415 -1.683
C 2.260 -9.779 -1.979
O -3.490 -7.113 -1.183
C -0.887 0.081 0.190
O -1.625 -12.394 2.422
C 4.906 8.006 -9.453
H 3.293 -2.403 6.817
H -4.521 1.509 1.119
H -0.424 8.381 -5.359
H -3.917 -1.995 0.494
O 0.997 9.757 3.424
C -2.932 -12.848 4.348
C -2.425 -6.211 2.249
O 4.535 -1.163 5.949
H -4.331 8.444 6.877
H 1.226 -0.818 -2.450
O -3.707 7.701 7.021
C 0.262 7.616 3.971
H -5.191 -9.647 5.969
H -2.155 10.787 -3.308
C -3.793 -10.136 4.291
H 3.197 -3.483 -5.288
C 3.641 7.623 -7.443
H -1.927 -6.686 3.082
H -2.545 -9.877 2.523
C -3.546 -4.283 1.113
C -0.286 -11.234 -4.608
O 3.150 6.916 -6.585
C 0.940 8.602 3.039
C -2.910 5.363 4.337
H 2.433 8.722 -5.730
C -3.839 -12.394 5.377
C 1.467 8.122 1.782
C -2.419 1.963 0.784
C -1.070 1.387 0.420
H -4.160 -13.099 6.131
O -2.299 -8.152 0.921
C 3.430 9.121 -7.306
H 1.962 8.829 1.130
H 4.148 -6.286 -3.240
O 1.263 8.128 -4.354
H 0.070 -0.343 -0.069
O 3.940 -5.654 -3.961
O 2.475 -2.656 6.340
H 3.799 11.061 -8.101
C 2.974 -3.538 -4.232
C 2.978 -0.503 2.843
C -2.843 -4.937 2.286
H 2.734 -10.720 -1.680
C 1.560 -2.097 4.242
O 3.246 -5.687 -1.388
O 1.757 6.279 0.348
C 1.503 9.403 -2.383
O -5.148 8.661 5.124
*
```

* HOMO energy: -9.23 eV
* gap between HOMO and LUMO: 0.26916 Eh

---

No. 3
A molecular structure, C59H41N10OS4SiW in a non-equilibrium geometry. Source: the Open Molecules 2025 dataset; level of theory: ωB97M-V/def2-TZVPD.

```
! RIJCOSX wB97M-V def2-TZVPD def2/J DEFGRID3
* xyz 1 1
H -4.980 -2.329 -1.717
H 0.914 -0.245 -6.284
C 0.011 4.853 0.477
C 2.751 0.832 -2.651
H -0.019 -7.141 -0.347
C 3.312 1.586 -3.695
C 4.509 -1.193 6.984
H -1.173 6.514 1.048
C 2.726 -1.505 3.685
C 0.492 2.794 -1.897
C 0.806 -5.181 -0.487
C 4.336 0.185 7.125
H 4.732 0.674 8.002
C 2.879 -0.582 -2.683
C 1.318 -4.120 0.253
S -3.477 0.187 3.612
C 1.808 -2.816 -0.113
C -5.309 -2.824 0.362
C 1.375 2.629 0.337
N -0.441 -1.748 0.820
H -2.612 -3.607 2.413
C 0.030 -2.296 -3.751
S -3.927 1.061 0.816
C -3.215 -3.650 1.503
H -1.059 6.073 3.456
H 0.811 -2.647 -5.713
C 0.545 -0.557 -5.319
C 2.477 0.702 3.881
C 2.028 1.119 -1.478
S -0.525 -0.140 3.232
H 4.088 4.907 -1.306
C -4.812 1.106 -2.867
H 1.062 -5.387 3.415
C 1.476 2.268 2.522
C 0.977 -5.331 2.341
C 4.126 -0.481 -4.691
N 2.384 -2.705 3.316
H -6.461 2.297 -2.204
C 1.881 -2.920 2.118
C -2.618 1.861 -2.194
C 3.103 4.521 -1.536
H -0.675 -1.650 -1.835
C 2.886 3.264 -1.096
C -2.077 0.256 2.563
S -0.866 1.032 0.301
H 0.572 5.882 -3.387
C -3.206 2.981 -1.606
C -4.661 0.752 2.415
H 0.160 -7.281 2.092
H 4.150 -2.938 5.767
C -2.292 0.631 1.277
H -2.996 0.090 -3.338
C 0.139 0.389 -4.401
C -0.547 5.408 2.777
N -2.451 -3.083 0.392
N 1.789 1.701 1.274
C 2.252 -1.080 -1.524
H 3.693 2.714 -0.634
C 3.574 -1.242 -3.696
C -0.358 -1.343 -2.824
H 0.230 4.119 4.312
H 0.178 1.439 -4.648
N 1.668 2.461 -1.068
C 0.481 -6.379 1.593
C 0.307 3.918 -2.652
C 0.701 3.720 0.935
H -0.056 5.071 -0.574
H -0.007 -3.343 -3.496
C 3.984 0.918 -4.687
C -4.581 3.139 -1.617
H -2.506 -2.712 -1.672
H -6.182 -2.186 0.494
C 3.672 0.932 6.170
H -5.659 -3.825 0.102
N 2.268 -0.367 3.017
N 1.999 -2.364 -1.321
H 0.750 -5.113 -1.562
C -0.614 5.658 1.398
C 0.763 3.481 2.335
H 4.437 1.479 -5.491
C 1.049 5.107 -2.805
H -5.430 0.377 -3.365
C -4.441 -2.279 -0.771
C 0.489 -1.905 -4.997
H -4.298 -1.864 2.008
C 0.152 4.329 3.258
H -4.190 -1.232 -0.587
C 3.365 -1.131 4.913
H 5.046 -1.732 7.749
C -0.316 0.012 -3.133
C -4.523 -2.878 1.672
H -3.416 -4.698 1.260
C -1.411 -2.374 0.602
H 2.687 6.371 -2.475
N 1.767 -0.026 -0.740
C -3.157 -3.101 -0.887
C 1.370 -4.182 1.663
Si -0.795 1.431 -1.983
H 3.239 2.662 -3.705
C 4.023 -1.874 5.884
C -5.388 2.193 -2.229
H 3.662 -2.315 -3.653
H 3.533 1.996 6.285
N 1.984 1.886 3.679
H -3.398 -4.146 -1.110
H 4.682 -0.952 -5.486
C -3.441 0.942 -2.847
H -2.578 3.715 -1.122
W 1.143 -0.311 1.297
O -5.824 0.878 2.627
H -0.630 3.906 -3.194
H -5.119 -3.359 2.448
C 0.382 -6.301 0.201
N 2.102 -2.077 1.016
C 2.275 5.392 -2.279
C 3.189 0.262 5.053
H -5.028 3.986 -1.117
*
```

* HOMO energy (spin up / spin down): -8.84 / -8.91 eV
* gap between HOMO and LUMO (spin up / spin down): 0.17156 / 0.17768 Eh

---

No. 4
A molecular structure, C59H43BrLuN7O5S3 in a non-equilibrium geometry. Source: the Open Molecules 2025 dataset; level of theory: ωB97M-V/def2-TZVPD.

```
! RIJCOSX wB97M-V def2-TZVPD def2/J DEFGRID3
* xyz 0 1
C 3.820 -3.119 -3.618
C 4.097 3.865 4.274
C 3.371 4.505 -0.483
H 5.950 -0.506 4.742
C 3.242 -3.704 0.989
N 4.217 -1.125 1.023
H 2.796 -2.282 4.630
C -1.239 -4.366 1.140
C 2.191 -5.287 2.439
N -0.823 -2.505 -0.278
C 6.249 0.210 3.990
C 3.981 -2.292 -1.379
C 0.128 0.448 6.424
C 4.029 -4.025 4.975
C -4.500 1.968 1.736
N 1.276 0.836 1.348
H -2.667 1.373 4.757
H 8.539 2.619 3.398
H -1.150 -6.299 0.206
C 2.027 2.100 -1.120
C 3.458 2.216 -1.155
H 1.461 -3.290 2.071
C -4.944 -0.117 0.476
H -5.894 -0.234 0.980
C -0.158 -2.582 -2.591
N 2.896 -0.229 3.266
H 5.005 -4.347 -0.033
H 2.012 5.719 2.374
H 2.329 -3.430 -2.110
C -3.263 -0.822 -1.066
C -4.516 -1.016 -0.463
H 7.894 0.975 5.121
C 1.925 3.587 2.585
C -1.107 -1.922 2.026
H 1.072 3.440 1.944
H 7.223 2.816 1.326
H 4.007 1.323 -1.419
C -1.634 1.105 4.927
H -5.110 -1.877 -0.726
S 1.734 0.867 2.723
C 5.723 -2.931 3.066
O -1.091 -2.284 3.199
N -0.777 2.175 -0.199
C 3.704 -2.812 4.388
H 3.145 -7.201 2.556
C 1.022 0.430 5.368
C 4.190 -5.879 1.240
H -2.911 -1.517 -1.818
C 3.544 4.981 3.669
H 5.190 3.424 -0.839
C -0.069 3.252 -0.326
C 6.954 2.078 2.064
C -1.195 0.796 6.204
C 6.040 -4.139 3.658
C -0.684 -4.707 -1.160
H -1.063 1.276 2.852
Br 4.295 6.096 0.005
N -2.464 0.181 -0.780
N 1.720 -1.655 0.093
C 3.173 -6.212 2.121
H 5.430 -5.638 5.053
H 3.367 -4.459 5.707
H 6.658 -1.326 -3.177
C 2.224 -4.028 1.868
C 2.501 2.472 3.168
C -2.012 2.195 0.421
C 5.189 -4.686 4.606
H -1.885 0.824 7.036
C -0.748 1.077 3.864
C 5.721 -1.810 -2.938
C 7.332 1.048 4.202
C -2.414 3.114 1.380
H -0.473 -5.340 -2.012
C 7.688 1.975 3.235
H 4.943 3.973 4.937
C -4.132 0.992 0.787
C -1.092 -3.000 0.923
H -3.925 3.744 2.762
O 0.156 -3.264 -3.561
C 2.446 4.845 2.835
H -1.753 3.917 1.675
C 3.290 -3.003 -2.346
C 2.006 4.471 -0.431
Lu 0.038 -0.229 -0.407
C 4.559 -2.281 3.441
C -3.650 3.001 2.025
C 5.544 0.297 2.799
C 5.876 1.238 1.841
S 3.106 -2.072 0.188
H 5.285 1.296 0.940
H 4.950 -6.607 0.990
C 5.032 -2.514 -3.914
H -0.505 4.235 -0.087
H 5.437 -2.583 -4.912
C -2.884 1.098 0.123
H 1.446 5.352 -0.142
C 4.110 3.367 -0.826
H 0.465 0.196 7.419
C -0.600 -3.325 -1.299
O -0.149 -1.325 -2.470
H -1.481 -4.716 2.132
H 6.940 -4.660 3.370
C -1.047 -5.230 0.072
H -5.449 1.872 2.240
O 1.459 1.035 -1.486
S 4.120 -0.788 2.527
C 4.228 -4.617 0.668
H 2.059 0.174 5.513
C 3.571 2.606 4.032
H 3.981 1.733 4.515
H 5.708 -1.146 -0.881
C 1.308 3.277 -0.682
H 3.266 -3.653 -4.373
C 5.199 -1.699 -1.657
H 3.965 5.960 3.848
O -1.105 -0.738 1.580
C 0.570 0.738 4.101
H 1.396 -5.545 3.122
H 6.351 -2.489 2.306
*
```

* HOMO energy: -7.10 eV
* gap between HOMO and LUMO: 0.25320 Eh

---

Going through the records in order, we get E values of -156947.1884; -287833.0852; -131836.8072; -218718.2638 eV.